{"formula": "C45H38IN4P2Pt", "method": "ωB97M-V/def2-TZVPD", "elements": ["Pt", "C", "P", "C", "C", "C", "C", "C", "C", "C", "C", "C", "C", "C", "C", "C", "C", "C", "C", "C", "P", "C", "C", "C", "C", "C", "C", "C", "C", "C", "C", "C", "C", "N", "H", "H", "H", "H", "H", "H", "H", "H", "H", "H", "H", "H", "H", "H", "H", "H", "H", "H", "H", "H", "H", "H", "H", "H", "H", "H", "C", "C", "C", "C", "N", "C", "C", "C", "C", "C", "C", "N", "H", "H", "H", "H", "H", "H", "H", "H", "I", "C", "C", "C", "C", "C", "N", "H", "H", "H", "H"], "coordinates": [[0.16362, -0.26887, -0.80811], [3.29463, -0.07993, -0.34906], [2.25165, 0.30229, -1.79524], [3.14419, -0.23906, -3.27201], [2.71467, -1.36672, -3.96991], [3.35393, -1.73154, -5.14383], [4.42495, -0.98127, -5.60891], [4.85782, 0.13890, -4.90923], [4.21576, 0.52528, -3.74555], [2.28902, 2.08029, -1.97252], [3.11886, 2.90594, -1.25490], [3.29660, 4.23944, -1.62385], [2.76362, 4.71328, -2.84434], [1.93832, 3.94169, -3.58538], [1.48611, 2.59460, -3.13085], [2.65845, 0.58229, 0.81107], [3.30800, 1.16974, 1.89076], [2.31470, 1.61542, 2.75146], [1.08070, 1.29897, 2.17143], [-0.19002, 1.56885, 2.92254], [-1.44814, 2.77536, 2.29931], [-2.84961, 1.89551, 1.59987], [-3.98871, 2.65300, 1.31490], [-5.12677, 2.02823, 0.83463], [-5.13439, 0.65099, 0.64678], [-3.99578, -0.09667, 0.91453], [-2.84269, 0.52088, 1.37807], [-1.97778, 3.89874, 3.59250], [-3.14439, 3.62896, 4.31219], [-3.53369, 4.50508, 5.31100], [-2.77182, 5.63039, 5.59404], [-1.61386, 5.89696, 4.87292], [-1.20700, 5.02789, 3.87690], [1.29558, 0.68748, 0.95971], [3.26728, -1.17222, -0.26163], [4.33517, 0.21294, -0.49634], [1.88939, -1.95132, -3.58085], [3.01736, -2.59668, -5.69828], [4.92444, -1.26469, -6.52508], [5.69751, 0.71612, -5.27177], [4.54782, 1.40542, -3.20942], [3.66961, 2.51688, -0.40872], [3.93459, 4.88104, -1.02981], [3.04437, 5.69710, -3.19708], [1.60178, 4.29048, -4.55304], [1.63985, 1.89479, -3.97034], [4.37640, 1.20990, 2.03160], [2.44687, 2.09227, 3.70963], [-0.75735, 0.65167, 3.11219], [0.11724, 1.97758, 3.88560], [-3.98183, 3.72096, 1.49860], [-6.01258, 2.61479, 0.63072], [-6.03288, 0.16094, 0.29499], [-4.01221, -1.17083, 0.77589], [-1.96645, -0.07308, 1.60766], [-3.74218, 2.75323, 4.09390], [-4.44419, 4.31834, 5.86348], [-3.08143, 6.30568, 6.37983], [-1.03982, 6.78949, 5.07900], [-0.30118, 5.23447, 3.32124], [-0.59521, -2.69638, 2.82655], [-1.68679, -3.44944, 2.41601], [-1.99937, -3.49799, 1.06512], [-1.24007, -2.76489, 0.16458], [-0.25155, -1.96047, 0.58658], [0.08881, -1.95777, 1.87677], [-1.38637, -2.85395, -1.30062], [-1.95343, -3.95864, -1.92080], [-1.94674, -4.03703, -3.30558], [-1.37015, -3.00947, -4.03647], [-0.84787, -1.92804, -3.35155], [-0.85983, -1.84709, -2.02074], [-0.27996, -2.67886, 3.85981], [-2.26485, -4.01566, 3.13368], [-2.82561, -4.10461, 0.72302], [0.94311, -1.35249, 2.15034], [-2.37215, -4.76203, -1.33330], [-2.38261, -4.89247, -3.80322], [-1.31301, -3.05293, -5.11429], [-0.41145, -1.09111, -3.88166], [-0.42892, 4.07199, 0.56818], [-0.04491, 2.54194, -2.90838], [-0.84422, 3.54538, -3.44531], [-2.21920, 3.39876, -3.46322], [-2.77293, 2.25382, -2.91965], [-1.92038, 1.33754, -2.33618], [-0.58807, 1.47876, -2.31181], [-0.39887, 4.43272, -3.86938], [-2.84657, 4.15820, -3.91030], [-3.83497, 2.06563, -2.96160], [-2.31566, 0.43714, -1.89200]], "atomic_forces_ev_per_a": [[0.687, -1.970, 2.109], [-0.357, -0.246, -0.341], [0.864, 0.179, 0.275], [-0.558, 0.144, -0.154], [0.001, 0.097, 0.089], [0.033, -0.074, -0.002], [-0.023, 0.024, -0.023], [0.077, 0.031, 0.021], [-0.065, -0.167, -0.024], [-0.027, -0.543, -0.764], [-0.067, 0.428, 0.594], [-0.109, -0.579, -0.126], [-0.126, 0.365, -0.224], [-0.009, -0.162, 0.041], [0.682, 0.225, 0.210], [0.407, 0.507, 0.909], [0.115, -0.547, -0.765], [-0.960, -0.037, -0.086], [0.207, 0.790, 0.583], [-0.043, -0.194, -0.563], [0.310, -0.308, 0.021], [0.037, 0.358, 0.117], [0.031, -0.062, 0.001], [-0.023, 0.078, 0.006], [0.022, 0.046, -0.054], [0.054, -0.080, -0.107], [0.012, -0.030, 0.130], [0.024, -0.130, -0.266], [0.042, -0.023, -0.065], [-0.065, -0.007, 0.101], [0.018, -0.011, -0.052], [-0.003, -0.035, 0.044], [0.012, 0.014, 0.012], [-0.554, -0.787, -1.949], [0.117, 0.018, -0.040], [-0.039, 0.068, 0.001], [0.012, -0.041, -0.073], [0.035, -0.040, 0.016], [0.005, -0.018, -0.006], [0.006, -0.011, -0.030], [0.054, -0.002, 0.000], [-0.074, 0.050, 0.038], [0.068, -0.011, -0.017], [0.013, -0.012, -0.004], [-0.084, 0.043, 0.036], [-0.004, 0.034, 0.009], [0.011, 0.003, 0.034], [-0.030, -0.002, 0.034], [-0.082, 0.085, 0.141], [-0.146, -0.030, 0.049], [-0.079, 0.006, -0.057], [-0.010, -0.029, -0.007], [0.002, 0.000, 0.020], [0.011, 0.026, 0.011], [-0.037, -0.019, -0.033], [-0.024, 0.027, 0.010], [0.019, -0.043, 0.028], [-0.036, 0.025, -0.023], [0.047, -0.032, 0.035], [-0.021, 0.043, -0.012], [-0.107, -0.167, -0.170], [0.150, 0.071, 0.032], [0.053, -0.078, -0.108], [-0.101, -0.123, 0.163], [-0.251, 1.005, -0.268], [0.243, 0.060, 0.265], [-0.213, -0.119, 0.010], [0.021, 0.180, -0.060], [-0.020, 0.057, 0.011], [-0.030, -0.074, 0.131], [-0.042, 0.197, -0.324], [0.907, 1.208, 0.474], [0.032, 0.020, -0.002], [-0.035, -0.001, -0.015], [0.015, -0.023, -0.042], [-0.096, 0.101, -0.041], [0.032, -0.005, 0.035], [0.035, -0.027, -0.011], [-0.037, 0.081, -0.013], [0.013, -0.008, 0.047], [-0.034, -0.077, -0.015], [-0.571, -0.101, 0.230], [0.200, 0.030, -0.025], [-0.110, -0.034, 0.086], [0.028, 0.010, -0.052], [-0.113, 0.187, -0.092], [-0.244, 0.238, -0.264], [-0.015, -0.015, -0.045], [0.027, 0.029, -0.004], [-0.054, -0.001, 0.088], [-0.074, -0.056, 0.119]], "lumo_energy_ev": [-9.9, -9.5], "de_lowest_kcal_mol": 30.9, "mol_weight_g_mol": 1018.757, "total_charge": 3, "orbital_gap_ha": [0.175, 0.190]}



{"formula": "C45H39Br2ClFFeN5O5P", "method": "ωB97M-V/def2-TZVPD", "elements": ["Fe", "C", "C", "N", "C", "C", "C", "O", "O", "C", "O", "C", "C", "C", "F", "C", "C", "C", "N", "C", "C", "N", "C", "C", "H", "H", "H", "H", "H", "H", "H", "H", "H", "H", "H", "H", "H", "H", "H", "H", "H", "H", "Cl", "C", "C", "C", "C", "C", "C", "P", "C", "C", "C", "C", "C", "C", "C", "C", "C", "C", "C", "C", "H", "H", "H", "H", "H", "H", "H", "H", "H", "H", "H", "H", "H", "H", "Br", "C", "C", "C", "N", "C", "C", "H", "H", "H", "H", "Br", "C", "C", "N", "C", "C", "C", "C", "O", "O", "H", "H", "H"], "coordinates": [[2.03829, 0.24503, 1.54369], [-4.51496, 4.19918, -0.35281], [-3.09834, 4.79216, -0.22625], [-2.01565, 3.73139, -0.23554], [-1.55263, 3.29187, 0.96923], [-0.58199, 2.32407, 1.10544], [-0.14724, 1.99033, 2.50712], [-0.60835, 2.69022, 3.42305], [0.64243, 0.98540, 2.73635], [0.08677, 1.75333, -0.02479], [1.02198, 0.84080, -0.00110], [-0.38905, 2.22679, -1.29154], [0.26571, 1.87361, -2.50057], [-0.31421, 2.20345, -3.68951], [0.34634, 2.03709, -4.88382], [-1.64568, 2.78141, -3.79202], [-2.18094, 3.24451, -2.58469], [-1.54728, 3.07041, -1.36896], [-2.25723, 2.89595, -5.01326], [-2.17916, 1.78748, -6.01155], [-3.29809, 1.99018, -6.99304], [-4.59905, 2.37147, -6.28477], [-4.49475, 3.74289, -5.64652], [-3.03103, 4.08149, -5.29494], [-5.25285, 5.01566, -0.32151], [-4.79738, 3.51907, 0.43461], [-4.62187, 3.66272, -1.29412], [-3.00023, 5.33647, 0.70381], [-2.86343, 5.46756, -1.04808], [-1.93697, 3.74587, 1.86766], [1.26512, 1.38101, -2.46248], [-3.11931, 3.75947, -2.63571], [-2.17848, 0.80257, -5.48609], [-1.20154, 1.82997, -6.48135], [-3.53623, 1.10997, -7.61946], [-3.06130, 2.78769, -7.70921], [-4.78454, 1.60079, -5.65925], [-5.36670, 2.28510, -6.97688], [-5.12120, 3.82776, -4.74738], [-4.89533, 4.48551, -6.34179], [-2.99771, 4.71350, -4.37851], [-2.62503, 4.71201, -6.09751], [2.69821, -1.72904, -0.71070], [2.26279, -3.37564, -0.42251], [3.17580, -4.35005, -0.80399], [2.89789, -5.67037, -0.60501], [1.62053, -6.04559, -0.13429], [0.66119, -5.07722, 0.20360], [1.05007, -3.72207, 0.16245], [0.13421, -2.49928, 1.13204], [-0.64537, -3.48061, 2.44483], [-1.76591, -4.25922, 2.34174], [-2.19603, -5.02817, 3.45085], [-1.61872, -4.85991, 4.69664], [-0.50820, -3.96276, 4.82050], [-0.11893, -3.24223, 3.72194], [-1.28345, -2.21073, 0.02572], [-1.30131, -2.44976, -1.34888], [-2.44371, -2.11674, -2.10384], [-3.60666, -1.60659, -1.45136], [-3.62696, -1.43655, -0.08726], [-2.46830, -1.71517, 0.64010], [4.15834, -4.04045, -1.13716], [3.67011, -6.41180, -0.86618], [1.41432, -7.11291, -0.03322], [-0.29084, -5.38633, 0.58633], [-2.33890, -4.21833, 1.41226], [-3.05897, -5.70114, 3.29308], [-1.94534, -5.42858, 5.56203], [0.04957, -3.88814, 5.74517], [0.67701, -2.52975, 3.77967], [-0.32618, -2.71433, -1.82000], [-2.40373, -2.23388, -3.19881], [-4.48044, -1.40971, -2.05837], [-4.47441, -1.01761, 0.40502], [-2.45639, -1.66188, 1.74110], [6.57020, 5.24738, 0.92609], [5.49303, 3.70742, 1.29145], [5.56589, 2.63933, 0.42798], [4.62639, 1.61935, 0.52706], [3.61100, 1.62841, 1.42479], [3.65282, 2.62814, 2.36046], [4.55494, 3.65866, 2.32971], [6.31045, 2.57448, -0.36991], [4.63522, 0.76871, -0.14363], [2.91345, 2.55726, 3.18167], [4.51672, 4.40766, 3.08077], [5.88454, -4.69192, 7.14979], [5.39680, -3.23780, 6.13279], [5.59306, -2.03497, 6.80021], [5.31922, -0.91042, 6.17006], [4.65993, -0.95133, 5.02130], [4.33266, -2.14295, 4.29773], [4.77812, -3.33529, 4.88569], [3.48663, -2.14439, 3.07663], [3.20787, -3.27123, 2.60269], [2.99824, -0.99456, 2.72752], [6.01794, -2.02660, 7.78490], [4.36395, 0.01659, 4.63227], [4.54875, -4.31262, 4.46254]], "atomic_forces_ev_per_a": [[0.153, -1.631, 1.133], [0.118, 0.752, -0.360], [0.187, -1.432, -0.472], [-0.379, -0.538, 1.020], [0.623, -0.275, -0.914], [0.655, -0.264, -0.068], [0.002, -0.250, 2.616], [0.152, -0.262, -1.100], [-0.696, 1.181, -0.908], [1.125, -1.489, 0.396], [-2.250, 2.477, -0.932], [-0.732, 0.635, -0.929], [0.361, -0.282, 0.101], [-1.085, 0.476, -0.783], [-0.301, -0.190, 0.845], [2.233, -0.740, 2.002], [-0.026, -0.019, -1.808], [0.980, -0.016, 0.678], [-0.651, -0.276, -0.775], [0.536, 0.516, 1.462], [-0.466, -0.212, -1.257], [0.416, -0.132, -1.076], [-0.393, 0.643, 0.609], [-0.129, 0.213, 0.141], [0.265, -0.184, -0.143], [0.288, -0.241, 0.417], [-0.140, 0.013, -0.001], [0.187, 0.024, 0.123], [-0.121, 0.065, 0.015], [-0.075, 0.083, 0.153], [-1.037, 0.360, 0.003], [-0.281, 0.149, 0.184], [-0.437, 0.677, -0.234], [-0.071, -0.070, -0.612], [0.306, 0.245, 0.530], [-0.202, 0.007, 0.350], [-0.058, 0.026, 0.933], [0.433, 0.564, 0.424], [0.048, -0.648, -0.329], [0.065, -0.332, -0.154], [-0.225, -0.401, -0.864], [0.250, -0.303, 0.003], [0.079, 0.501, 0.030], [-0.198, -1.017, 0.168], [0.517, 0.882, 0.125], [-0.703, -0.996, 0.014], [0.110, 0.019, -0.307], [2.195, -0.283, -0.319], [-0.268, -0.420, 0.058], [-0.074, 0.835, -0.381], [-0.065, 1.061, 0.735], [-0.609, -0.959, 0.255], [-0.945, 0.411, -0.720], [1.531, 0.457, -0.120], [-1.395, -1.018, 0.048], [0.709, -0.495, -0.509], [-1.657, 0.153, 0.393], [0.489, 0.973, -0.486], [-0.154, 0.234, 0.636], [1.144, -0.851, -1.566], [1.318, 0.068, 0.320], [0.561, -0.508, 0.125], [-0.082, 0.007, -0.197], [-0.605, 0.297, 0.288], [-0.149, 0.352, 0.007], [-0.248, 0.047, 0.185], [0.189, -0.594, 0.203], [0.541, 0.451, 0.311], [-0.010, 0.024, -0.183], [-0.281, 0.207, 0.108], [0.501, 0.242, 0.239], [-1.090, -0.149, 0.135], [-0.210, 0.002, 0.627], [-0.097, 0.106, 0.044], [-0.580, 0.033, 0.300], [-0.180, 0.336, -0.621], [-0.351, -0.604, 0.446], [-0.258, 0.313, 0.049], [0.215, -0.590, -0.737], [-1.030, 0.165, 0.719], [1.585, 1.291, 0.398], [-0.784, -1.281, -0.164], [0.670, 0.135, -0.731], [-0.241, 0.166, 0.362], [0.087, 0.078, -0.088], [0.357, 0.062, -0.699], [-0.025, 0.572, 0.442], [0.299, -1.569, 0.367], [-0.470, 0.516, 0.028], [0.005, -0.380, -1.781], [-0.588, 0.852, 0.480], [-0.159, -0.780, -1.041], [1.173, 0.883, 1.891], [-0.220, 0.358, 0.412], [-1.359, -1.504, -0.591], [0.299, 2.056, 0.057], [0.572, -0.518, -0.186], [0.188, 0.222, 0.288], [-0.013, -0.118, -0.193], [0.136, 0.351, -0.093]], "lumo_energy_ev": [-3.7, -3.7], "de_lowest_kcal_mol": 38.6, "mol_weight_g_mol": 1030.915, "total_charge": 1, "s2": 6.0102, "spin_multiplicity": 5, "orbital_gap_ha": [0.209, 0.204]}